Entry 1:
Below is 2 unconnected molecules or ions with the total composition C3H10N in a non-equilibrium geometry, with properties calculated with wB97M-V/def2-TZVPD.

Output
electronic energy: -174.87449 a.u.
2S+1: 2
⟨S²⟩: 0.760
lowest unoccupied orbital energy (alpha / beta): 0.79 / 0.89 eV

Positions of all 14 atoms, in Å:
N (-0.844, -1.132, -1.643)
H (-0.500, -0.446, -2.348)
H (-0.625, -0.607, -0.723)
H (-1.823, -1.225, -1.716)
H (-0.323, -2.088, -2.055)
C (1.536, 0.468, 1.156)
C (0.073, 0.282, 1.247)
C (-0.851, 0.890, 0.377)
H (2.059, 0.977, 2.008)
H (1.951, -0.520, 0.988)
H (1.903, 1.175, 0.315)
H (-0.149, -0.303, 2.202)
H (-1.911, 0.796, 0.501)
H (-0.495, 1.733, -0.308)


Entry 2:
Below is a gas-phase ion, C3H10N (charge +1) in a non-equilibrium geometry, with properties calculated with wB97M-V/def2-TZVPD.

Output
electronic energy: -174.80496 a.u.
2S+1: 1
charge: +1
lowest unoccupied orbital energy: -3.69 eV

Positions of all 14 atoms, in Å:
C (-0.712, 1.249, 0.229)
C (-0.387, -0.207, -0.008)
C (0.180, -0.464, -1.379)
N (0.742, -0.580, 1.039)
H (-1.126, 1.370, 1.232)
H (0.113, 1.911, 0.019)
H (-1.513, 1.558, -0.443)
H (-1.198, -0.857, 0.308)
H (1.002, 0.222, -1.595)
H (-0.578, -0.396, -2.154)
H (0.717, -1.401, -1.587)
H (0.773, -1.603, 1.092)
H (1.611, -0.119, 0.773)
H (0.487, -0.163, 1.944)


Entry 3:
Below is 2 unconnected molecules or ions with the total composition C3H10N in a non-equilibrium geometry, with properties calculated with wB97M-V/def2-TZVPD.

Output
electronic energy: -174.77164 a.u.
2S+1: 1
charge: +1
lowest unoccupied orbital energy: -4.09 eV

Positions of all 14 atoms, in Å:
N (-1.936, 0.827, -0.538)
H (-1.847, 1.850, -0.478)
H (-1.670, 0.540, -1.463)
H (-1.327, 0.357, 0.169)
H (-2.926, 0.636, -0.389)
C (1.895, -0.027, -0.400)
C (0.685, -0.754, 0.118)
C (0.225, -0.834, 1.372)
H (1.690, 1.042, -0.477)
H (2.709, -0.105, 0.321)
H (2.228, -0.486, -1.323)
H (0.114, -1.263, -0.660)
H (-0.616, -1.467, 1.608)
H (0.776, -0.315, 2.141)


Entry 4:
Below is 2 unconnected molecules or ions with the total composition C3H10N2 in a non-equilibrium geometry, with properties calculated with wB97M-V/def2-TZVPD.

Output
electronic energy: -229.77117 a.u.
2S+1: 1
lowest unoccupied orbital energy: 0.90 eV

Positions of all 15 atoms, in Å:
C (-0.031, -1.748, 1.002)
N (-0.492, -0.558, 0.293)
H (-1.510, -0.569, 0.214)
H (-0.453, -0.007, -1.736)
H (1.058, -1.777, 1.091)
H (-0.359, -2.644, 0.468)
H (-0.470, -1.769, 2.004)
N (-0.700, 0.731, -2.482)
C (-0.018, 0.715, 0.600)
C (1.239, 1.067, 0.888)
H (0.169, 1.127, -2.838)
H (-1.174, 1.503, -2.015)
H (-0.809, 1.461, 0.629)
H (1.490, 2.105, 1.076)
H (2.060, 0.363, 0.806)


Entry 5:
Below is a single C3H10N2 molecule, with properties calculated with wB97M-V/def2-TZVPD.

Output
electronic energy: -229.79407 a.u.
2S+1: 1
lowest unoccupied orbital energy: 1.11 eV

Positions of all 15 atoms, in Å:
C (1.901, 1.138, -0.171)
C (0.433, 0.733, -0.098)
N (0.265, -0.685, -0.435)
C (-0.830, -1.336, 0.253)
N (-2.132, -0.647, 0.068)
H (2.522, 0.491, 0.437)
H (2.045, 2.161, 0.155)
H (2.228, 1.129, -1.214)
H (0.092, 0.870, 0.944)
H (-0.191, 1.407, -0.700)
H (0.026, -0.758, -1.423)
H (-0.583, -1.393, 1.320)
H (-0.941, -2.311, -0.225)
H (-2.797, -1.105, 0.683)
H (-2.038, 0.306, 0.406)


Entry 6:
Below is 2 unconnected molecules or ions with the total composition C3H10N2 in a non-equilibrium geometry, with properties calculated with wB97M-V/def2-TZVPD.

Output
electronic energy: -229.79455 a.u.
2S+1: 1
lowest unoccupied orbital energy: 0.98 eV

Positions of all 15 atoms, in Å:
C (0.101, 1.292, 3.582)
C (1.371, 1.938, 2.964)
H (0.317, 0.320, 4.008)
H (-0.390, 1.971, 4.279)
H (-0.609, 1.170, 2.767)
H (2.127, 2.128, 3.717)
H (1.076, 2.789, 2.361)
H (1.769, 1.173, 2.295)
N (-0.632, -0.787, -3.752)
C (-1.018, -2.080, -3.547)
N (-0.370, -3.064, -4.023)
H (-1.320, -0.058, -3.809)
H (0.180, -0.663, -4.340)
H (-1.839, -2.198, -2.838)
H (-0.765, -3.931, -3.663)


Entry 7:
Below is 2 unconnected molecules or ions with the total composition C3H10N2 in a non-equilibrium geometry, with properties calculated with wB97M-V/def2-TZVPD.

Output
electronic energy: -229.76665 a.u.
2S+1: 1
lowest unoccupied orbital energy: 0.82 eV

Positions of all 15 atoms, in Å:
C (-2.211, 0.484, -2.198)
C (-0.804, 0.493, -1.643)
H (-2.167, 0.971, -3.214)
H (-2.643, -0.482, -2.241)
H (-2.947, 1.093, -1.609)
H (-0.055, -0.164, -2.268)
H (-0.711, 0.000, -0.699)
H (-0.374, 1.430, -1.486)
N (0.869, -0.627, 2.051)
C (2.232, -0.583, 1.901)
N (3.114, -0.129, 2.756)
H (0.271, -0.687, 1.238)
H (0.497, -0.973, 2.986)
H (2.448, -0.720, 0.818)
H (2.480, -0.106, 3.607)


Entry 8:
Below is a single C3H10N2 molecule in a non-equilibrium geometry, with properties calculated with wB97M-V/def2-TZVPD.

Output
electronic energy: -229.74343 a.u.
2S+1: 1
lowest unoccupied orbital energy: 1.05 eV

Positions of all 15 atoms, in Å:
C (1.679, -0.619, 0.003)
C (0.414, 0.030, -0.269)
C (-0.733, -0.410, 0.428)
H (2.521, -0.244, -0.658)
H (1.902, -0.280, 1.063)
H (1.672, -1.779, -0.140)
H (0.192, -0.082, -1.396)
H (0.953, 2.123, -0.627)
H (-0.466, 1.744, 0.065)
H (-0.721, 0.033, 1.454)
H (-0.695, -1.548, 0.499)
H (-2.846, 0.206, 0.583)
H (-2.387, -0.701, -0.989)
N (0.539, 1.482, 0.208)
N (-2.026, 0.046, -0.223)